2 unconnected molecules or ions with the total composition C5H13NO, computed with ωB97M-V/def2-TZVPD.

Last column: natural (NBO) charge in e.
Element x y z (Å)
C 0.6893 -2.0364 2.1455  -0.646
C 0.8441 -0.7550 1.3377  -0.170
C 1.2729 -0.6356 0.0881  -0.203
C 1.6171 0.6764 -0.5582  -0.449
C 0.4543 1.6322 -0.7694  -0.201
N -0.4540 1.1370 -1.8052  -0.842
H 1.4861 -2.7007 1.8438  0.217
H -0.2709 -2.5210 1.9720  0.215
H 0.7781 -1.7767 3.2014  0.214
H 0.5787 0.1317 1.9065  0.181
H 1.2801 -1.5088 -0.5576  0.195
H 2.3839 1.2336 -0.0109  0.214
H 2.1425 0.4754 -1.4912  0.213
H 0.8663 2.5906 -1.0880  0.186
H -0.0510 1.7279 0.2005  0.159
H -1.3878 1.5313 -1.7137  0.367
H -0.6200 0.1402 -1.6908  0.350
O -3.5922 0.2841 -1.2937  -0.936
H -4.5553 0.2879 -1.3575  0.470
H -3.4622 0.0859 -0.3594  0.468

Cartesian forces, eV/Å:
C -0.1 0.8 -0.7
C -0.3 -0.3 0.5
C -0.5 0.1 0.1
C 0.5 0.3 -0.3
C -0.2 -0.5 -0.2
N -0.4 -0.2 -0.1
H 0.1 -0.4 0.2
H -0.1 -0.1 0.1
H 0.0 -0.3 0.0
H 0.4 0.3 -0.1
H 0.5 -0.2 0.2
H -0.2 -0.2 0.5
H -0.3 0.0 -0.4
H -0.2 0.1 0.1
H 0.1 0.3 0.0
H 0.2 0.2 -0.1
H 0.2 0.1 0.0
O -0.3 0.0 0.3
H 0.1 0.1 -0.3
H 0.3 0.0 0.0

F_max   1.04 eV Å⁻¹
Highest occupied orbital energy   -8.932 eV